No. 1
The following is a quantum chemistry calculation of a structure of composition C23H25Cl5IrN4, from the OMol25 dataset.

Structure (XYZ):
```
58
C23H25Cl5IrN4 (the ωB97M-V functional and the def2-TZVPD basis)
Ir -0.68167 -0.24415 0.44072
Cl 2.50271 -0.25481 -0.43024
C 1.84463 1.33590 -0.23561
C 0.49282 1.44076 0.04376
C -0.02638 2.71800 0.22462
Cl -1.69734 2.83856 0.64925
C 0.75578 3.85903 0.09830
Cl 0.06648 5.41475 0.29320
C 2.11915 3.71964 -0.17742
Cl 3.11235 5.10591 -0.31328
C 2.67241 2.44777 -0.34104
Cl 4.34622 2.26408 -0.66566
C 0.76189 -2.77958 2.21652
N 0.85265 -2.02509 3.45010
C 1.85756 -2.51140 4.38489
C 0.25366 -0.82576 3.59383
N -0.34039 -0.20274 2.59755
N 0.30425 -0.25416 4.83835
C 0.18536 1.18834 4.96568
C -0.13663 -0.99883 6.01204
H 0.74700 -3.84558 2.44398
H 1.61207 -2.56926 1.56254
H -0.15610 -2.52696 1.69702
H 2.72804 -2.85175 3.82322
H 1.47784 -3.35340 4.96720
H 2.16785 -1.71805 5.05684
H -0.81944 0.62898 2.91629
H 0.66838 1.67947 4.12307
H 0.69522 1.48985 5.88007
H -0.85479 1.52833 5.03365
H -0.29275 -2.04565 5.76902
H -1.08585 -0.59538 6.37486
H 0.59802 -0.92019 6.81490
C -5.45914 0.10314 -0.11046
C -4.62743 0.57416 -1.11630
C -3.26217 0.33720 -1.05335
C -2.72040 -0.36560 0.01735
C -3.56473 -0.87475 0.99966
C -4.93024 -0.63504 0.93781
H -6.52211 0.29885 -0.15284
H -5.03706 1.12861 -1.94971
H -2.62668 0.71395 -1.84759
H -3.17076 -1.46858 1.81879
H -5.57586 -1.02752 1.71200
N -0.24829 -1.69467 -1.41415
C -0.11987 -3.07919 -1.09060
C -1.21814 -3.77201 -0.59031
C -1.08049 -5.09571 -0.20924
C 0.14548 -5.73554 -0.33715
C 1.23507 -5.04681 -0.84883
C 1.10658 -3.71725 -1.22042
H 0.58430 -1.34621 -1.87387
H -1.06569 -1.51060 -1.98641
H -2.17161 -3.26109 -0.50358
H -1.93301 -5.62758 0.19137
H 0.24336 -6.77422 -0.05283
H 2.18956 -5.54255 -0.96077
H 1.95514 -3.17709 -1.62557
```

Results
**DFT total energy**: -3515.47467 Ha
**Frontier orbital gap**: 7.22 eV
**Energy above the lowest of the compared OMol25 structures with the same formula, charge and spin**: 228.5 kJ/mol
**HOMO level**: -0.4106 Eh
**Total charge**: +1

Atom-resolved charges from natural (NBO), all expressed in e:
1. Ir 0.8783
2. Cl 0.0179
3. C -0.1137
4. C -0.1012
5. C -0.1180
6. Cl 0.0549
7. C -0.0733
8. Cl 0.0903
9. C -0.0792
10. Cl 0.0942
11. C -0.0879
12. Cl 0.0869
13. C -0.4102
14. N -0.3982
15. C -0.4118
16. C 0.6681
17. N -0.8857
18. N -0.4400
19. C -0.4221
20. C -0.4101
21. H 0.2225
22. H 0.2096
23. H 0.2128
24. H 0.2157
25. H 0.2075
26. H 0.2297
27. H 0.3966
28. H 0.2214
29. H 0.2263
30. H 0.1936
31. H 0.2182
32. H 0.2074
33. H 0.2116
34. C -0.2044
35. C -0.1939
36. C -0.2847
37. C -0.0691
38. C -0.3076
39. C -0.1855
40. H 0.2282
41. H 0.2284
42. H 0.2196
43. H 0.2168
44. H 0.2249
45. N -0.8216
46. C 0.2073
47. C -0.2859
48. C -0.1738
49. C -0.2180
50. C -0.1835
51. C -0.2743
52. H 0.4140
53. H 0.4130
54. H 0.2289
55. H 0.2279
56. H 0.2299
57. H 0.2304
58. H 0.2207

No. 2
The following is a quantum chemistry calculation of a cluster of 2 separate species, C23H25FN4O5 in total, from the OMol25 dataset.

Structure (XYZ):
```
58
C23H25FN4O5 (the ωB97M-V functional and the def2-TZVPD basis)
O 0.08847 5.34113 4.70792
O -4.72178 -6.14121 -3.99689
O 0.53175 -3.70807 -4.37689
F 1.99065 5.71158 2.33487
N 0.80739 5.56138 7.52117
O 1.63840 5.66491 8.67960
O -0.16858 2.09922 -2.82210
C 1.06645 4.76331 5.17235
C -4.02319 -5.15761 -4.17679
C -0.38250 -4.51429 -4.24313
C 1.52864 5.04519 6.55209
C 2.86897 4.79744 7.05169
C 2.87839 5.20544 8.34672
C 0.75806 2.83691 0.45833
C 0.67477 1.86483 1.45583
C 1.19470 4.12748 0.76331
C 0.39981 -0.19317 -2.40223
C -1.92467 0.47727 -2.74266
C 1.01557 2.19321 2.77157
C -0.00592 -1.53745 -2.30832
C -2.32457 -0.87005 -2.66066
C 1.53555 4.46189 2.07486
C -0.56001 0.81269 -2.64110
C 1.42565 3.49360 3.09339
C -1.36265 -1.88185 -2.46278
N 1.73006 3.79905 4.42215
N -0.20278 -5.81590 -4.51419
N -2.76602 -5.15325 -3.73780
C -4.58767 -3.95272 -4.90112
C 4.05474 5.17396 9.27291
C 1.05860 -6.39471 -4.97480
C -1.79174 -3.33748 -2.42713
C -1.79082 -4.04863 -3.79631
H 0.76420 2.15927 -3.03269
H 3.70966 4.40352 6.49316
H 0.47437 2.59240 -0.55426
H 0.33049 0.86421 1.20799
H 1.26503 4.88356 -0.01233
H 1.44523 0.06137 -2.32363
H -2.64866 1.25931 -2.91633
H 0.92847 1.44205 3.54944
H 0.73457 -2.31284 -2.16464
H -3.36908 -1.12633 -2.76705
H 2.29912 3.14186 4.94232
H -1.00156 -6.42533 -4.44184
H -2.51392 -5.97124 -3.20700
H -5.63735 -4.13832 -5.12546
H -4.50686 -3.07255 -4.26709
H -4.04141 -3.79941 -5.82964
H 4.93241 4.75798 8.77000
H 3.82421 4.55788 10.14682
H 4.28880 6.18801 9.60902
H 1.40119 -5.86871 -5.86812
H 0.92644 -7.45102 -5.21151
H 1.81977 -6.29114 -4.19964
H -1.14747 -3.88723 -1.73919
H -2.79953 -3.36768 -2.00901
H -2.11186 -3.32376 -4.54321
```

Results
**DFT total energy**: -1586.52115 Ha
**Frontier orbital gap**: 9.05 eV
**Energy above the lowest of the compared OMol25 structures with the same formula, charge and spin**: 145.6 kJ/mol
**HOMO level**: -0.3148 Eh
**Total charge**: 0
**Structure (SMILES)**: CNC(=O)[C@H](Cc1ccc(O)cc1)NC(C)=O.Cc1cc(C(=O)Nc2ccccc2F)no1

Atom-resolved charges from natural (NBO), all expressed in e:
1. O -0.5492
2. O -0.6270
3. O -0.6321
4. F -0.3134
5. N -0.0538
6. O -0.2864
7. O -0.6770
8. C 0.6468
9. C 0.6764
10. C 0.6603
11. C 0.0379
12. C -0.3700
13. C 0.3428
14. C -0.2036
15. C -0.2193
16. C -0.2705
17. C -0.2513
18. C -0.2688
19. C -0.1984
20. C -0.1694
21. C -0.1869
22. C 0.4071
23. C 0.2854
24. C 0.0616
25. C -0.0584
26. N -0.6188
27. N -0.6051
28. N -0.6256
29. C -0.7147
30. C -0.6592
31. C -0.4120
32. C -0.4186
33. C -0.1259
34. H 0.4846
35. H 0.2302
36. H 0.2291
37. H 0.2230
38. H 0.2312
39. H 0.2038
40. H 0.2261
41. H 0.2173
42. H 0.2240
43. H 0.2075
44. H 0.4022
45. H 0.3996
46. H 0.4002
47. H 0.2507
48. H 0.2209
49. H 0.2291
50. H 0.2346
51. H 0.2363
52. H 0.2379
53. H 0.2146
54. H 0.2092
55. H 0.2081
56. H 0.2161
57. H 0.2224
58. H 0.2386